No. 1
{"formula": "CH2Cl2O3", "method": "ωB97M-V/def2-TZVPD", "elements": ["O", "C", "Cl", "O", "Cl", "O", "H", "H"], "xyz": [[-1.603, 0.318, -1.429], [-1.579, 0.085, -0.241], [-1.578, -1.539, 0.448], [-1.666, 0.833, 0.803], [-1.395, 2.551, 0.461], [2.228, -0.577, 0.061], [2.823, -0.668, -0.829], [2.770, -1.004, 0.726]], "forces_ev_per_angstrom": [[0.4, -0.2, 2.7], [-0.5, -1.6, -4.0], [0.0, -0.1, -0.3], [0.5, 3.3, 1.4], [-0.4, -1.4, 0.2], [2.0, -0.2, -3.5], [-2.3, 0.3, 3.4], [0.2, -0.1, 0.2]], "lowdin_charge": [0.044, -1.040, 0.727, -0.455, 0.719, -0.127, 0.123, 0.009], "smiles": "O=C(Cl)OCl.O", "relative_energy_ev": 0.865, "gap_ev": 9.88, "lumo_energy_ev": -1.4764}



No. 2
{"formula": "C3H8NO2", "method": "ωB97M-V/def2-TZVPD", "elements": ["O", "C", "O", "H", "H", "C", "C", "N", "H", "H", "H", "H", "H", "H"], "xyz": [[0.419, -1.233, -0.113], [-0.558, -1.941, -0.448], [-1.820, -1.711, -0.059], [-0.435, -2.824, -1.071], [-2.475, -2.343, -0.438], [1.203, 2.325, -0.619], [-0.028, 1.195, 1.201], [0.907, 1.221, 0.299], [0.508, 2.811, -1.229], [1.688, 3.167, -0.187], [1.917, 1.953, -1.321], [-0.237, 2.206, 1.616], [-0.733, 0.292, 1.260], [0.931, 0.258, -0.149]], "forces_ev_per_angstrom": [[-3.8, -3.7, -1.2], [2.5, 1.8, 1.0], [0.1, 0.0, -0.2], [0.1, -0.2, -0.2], [0.9, 0.5, 0.3], [1.5, -1.0, 0.7], [-3.7, 0.8, 3.0], [2.4, -1.5, -4.1], [-2.4, 0.1, -0.7], [0.6, 0.5, 1.2], [0.7, -0.4, -0.5], [-0.5, -1.1, 0.1], [1.1, 1.8, 0.2], [0.6, 2.4, 0.5]], "lowdin_charge": [0.002, -0.277, 0.085, 0.137, 0.136, -0.111, -0.139, -0.183, 0.047, 0.061, 0.066, 0.051, 0.055, 0.068], "multiplicity": 2, "relative_energy_ev": 1.130, "gap_ev": [5.21, 9.59], "lumo_energy_ev": [0.1526, 0.1349]}



No. 3
{"formula": "C15H19AlBBr3ClINO14S", "method": "ωB97M-V/def2-TZVPD", "elements": ["C", "C", "O", "N", "C", "C", "O", "S", "O", "O", "O", "C", "C", "C", "O", "C", "C", "C", "I", "H", "H", "H", "H", "H", "H", "H", "H", "H", "H", "H", "H", "H", "H", "H", "H", "H", "H", "B", "O", "C", "O", "C", "O", "O", "O", "C", "O", "C", "O", "O", "C", "Br", "Br", "Br", "H", "Al", "Cl"], "xyz": [[0.392, -1.289, -0.794], [-0.798, -0.260, -0.736], [-1.877, -0.630, -1.108], [-0.441, 1.038, -0.275], [-0.580, 2.064, -1.337], [-1.078, 1.391, 0.961], [-2.408, 0.890, 1.234], [-2.735, 1.644, 2.628], [-3.539, 0.870, 3.494], [-3.201, 2.966, 2.454], [-1.223, 1.695, 3.213], [-0.281, 1.170, 2.264], [0.045, -0.286, 2.630], [-0.924, -0.966, 3.595], [-0.714, -0.531, 4.922], [0.978, 2.022, 2.057], [1.942, 2.108, 3.234], [3.224, 2.831, 2.735], [1.165, 3.182, 4.925], [0.616, -1.563, -1.836], [1.296, -0.810, -0.402], [0.126, -2.140, -0.128], [-1.317, 1.807, -2.093], [0.373, 2.119, -1.864], [-0.768, 3.053, -0.940], [-1.232, 2.472, 0.992], [1.032, -0.396, 3.073], [0.063, -0.916, 1.733], [-1.964, -0.915, 3.286], [-0.663, -2.031, 3.588], [-1.566, -0.213, 5.232], [0.638, 3.032, 1.822], [1.555, 1.673, 1.203], [2.273, 1.143, 3.600], [2.976, 3.323, 1.793], [3.575, 3.585, 3.426], [3.991, 2.101, 2.491], [-2.733, -2.458, -5.259], [-3.150, -3.607, -4.482], [-3.401, -4.630, -5.334], [-3.758, -5.712, -5.015], [-3.127, -4.132, -6.744], [-3.228, -4.749, -7.748], [-2.727, -2.840, -6.652], [-3.582, -1.281, -5.010], [-2.884, -0.264, -4.510], [-3.289, 0.800, -4.211], [-1.386, -0.661, -4.352], [-0.494, -0.029, -3.945], [-1.327, -1.977, -4.805], [7.125, 0.589, 2.695], [7.370, 2.267, 1.789], [5.826, 0.728, 4.108], [6.684, -0.830, 1.463], [8.069, 0.330, 3.153], [1.258, -3.388, -1.048], [-0.199, -3.390, -5.167]], "forces_ev_per_angstrom": [[-0.1, 1.3, 0.6], [-0.3, -0.7, -0.6], [0.8, 0.4, 0.2], [-1.1, -0.3, 0.2], [0.7, -0.3, -0.9], [0.3, 0.9, 0.7], [0.0, 0.0, 0.6], [-0.7, 0.6, 1.7], [0.2, -1.4, -0.2], [0.6, 0.6, -1.2], [-0.5, 0.1, -0.6], [0.7, -0.7, -1.1], [-0.5, -0.3, -0.1], [0.6, -0.9, 0.2], [-0.4, 0.2, -0.3], [-0.5, 0.3, 1.6], [1.0, 0.7, -0.3], [-0.8, -0.1, -0.5], [-0.1, -0.2, -0.1], [-0.5, 0.1, -0.2], [0.1, -0.2, 0.1], [-0.5, 0.7, -0.1], [-0.4, 0.0, 0.2], [0.1, 0.1, 0.0], [-0.2, -0.1, 0.3], [0.4, 0.1, -0.7], [0.1, 0.3, 0.0], [0.0, 0.2, -0.2], [-0.1, 0.2, 0.0], [0.0, -0.1, -0.2], [0.1, 0.2, 0.3], [0.2, 0.1, 0.0], [-0.2, -0.4, -0.1], [-0.4, -0.2, 0.2], [0.1, 0.3, 0.0], [0.3, -0.1, 0.1], [0.1, 0.1, 0.2], [-2.7, -1.0, -0.9], [0.6, 0.6, -0.1], [-0.2, -0.4, 0.5], [0.1, 0.0, 0.0], [0.0, 0.1, -0.7], [0.0, 0.0, 0.0], [0.4, 0.3, 0.7], [1.8, 0.5, 0.5], [-1.8, -1.0, -0.7], [0.6, 0.4, 0.3], [1.0, 1.3, 0.5], [0.4, -0.2, 0.1], [0.4, -2.5, -0.9], [0.0, 0.1, 0.0], [0.0, -0.1, 0.0], [0.1, -0.1, 0.1], [0.0, 0.0, 0.0], [0.0, 0.0, 0.0], [1.0, -1.6, -0.3], [-0.4, 1.9, 0.6]], "lowdin_charge": [-0.153, -0.397, 0.189, -0.037, 0.015, -0.307, -0.106, 0.632, -0.196, -0.182, -0.185, -0.403, -0.056, -0.248, -0.032, -0.187, -0.750, -0.183, 0.927, 0.008, 0.107, -0.027, 0.085, 0.097, 0.108, 0.144, 0.121, 0.096, 0.107, 0.121, 0.095, 0.132, 0.127, 0.057, 0.074, 0.043, 0.010, -0.956, 0.206, -0.377, 0.218, -0.376, 0.225, 0.210, 0.280, -0.357, 0.253, -0.276, 0.245, -0.209, -1.630, 0.590, 0.610, 0.543, -0.027, 1.060, 0.922], "total_charge": 1, "gap_ev": 3.96, "lumo_energy_ev": -7.3527}



No. 4
{"formula": "C11H31KO8", "method": "ωB97M-V/def2-TZVPD", "elements": ["K", "O", "C", "O", "O", "H", "C", "C", "O", "H", "H", "H", "H", "H", "H", "C", "C", "O", "H", "H", "H", "H", "H", "H", "C", "C", "O", "H", "H", "H", "H", "H", "H", "C", "C", "O", "H", "H", "H", "H", "H", "H", "C", "C", "O", "H", "H", "H", "H", "H", "H"], "xyz": [[6.628, 20.248, -5.369], [5.763, 21.444, -2.828], [6.443, 20.853, -1.766], [6.802, 19.679, -1.928], [6.611, 21.603, -0.775], [5.625, 22.334, -2.459], [3.942, 18.332, -3.632], [3.106, 17.622, -2.577], [3.909, 17.393, -1.386], [4.342, 19.299, -3.331], [3.451, 18.459, -4.601], [4.802, 17.687, -3.853], [2.838, 16.618, -2.902], [2.280, 18.253, -2.246], [4.707, 17.929, -1.499], [10.299, 23.478, 0.366], [9.569, 22.772, -0.767], [8.507, 23.550, -1.314], [10.996, 24.237, 0.010], [10.756, 22.750, 1.037], [9.560, 24.001, 0.982], [9.112, 21.883, -0.317], [10.311, 22.444, -1.500], [7.706, 23.120, -0.972], [9.576, 15.800, -0.858], [8.889, 17.145, -0.556], [8.934, 17.961, -1.725], [9.332, 15.490, -1.873], [9.256, 15.018, -0.170], [10.653, 15.937, -0.767], [9.429, 17.629, 0.263], [7.867, 16.952, -0.217], [8.274, 18.648, -1.499], [5.855, 25.127, 2.526], [6.216, 24.158, 1.404], [6.212, 22.839, 1.943], [4.906, 24.882, 2.997], [5.922, 26.124, 2.081], [6.600, 25.110, 3.324], [7.206, 24.446, 1.031], [5.527, 24.222, 0.557], [6.321, 22.249, 1.182], [6.725, 24.091, -4.565], [7.721, 24.793, -5.467], [7.589, 24.350, -6.832], [6.836, 24.441, -3.536], [6.881, 23.010, -4.553], [5.740, 24.381, -4.931], [8.759, 24.590, -5.184], [7.535, 25.865, -5.438], [7.959, 23.465, -6.858]], "forces_ev_per_angstrom": [[-0.1, 0.0, 0.9], [-0.1, 0.4, -0.3], [0.7, -0.1, 1.6], [-0.4, 0.0, -0.8], [-0.3, -0.2, -0.5], [-0.2, -0.1, -0.4], [0.5, -0.5, -0.8], [1.1, 0.4, 1.1], [0.0, 0.3, -0.8], [-0.2, 0.1, 0.4], [-0.4, 0.0, 0.2], [0.1, 0.0, 0.1], [-0.6, 0.3, -0.2], [-0.4, -0.3, -0.4], [0.0, -0.1, 0.3], [-0.6, 0.5, 0.2], [-0.1, -0.4, 1.0], [0.4, 0.0, -0.2], [0.2, -0.2, 0.1], [0.4, 0.1, -0.2], [0.0, 0.0, -0.1], [0.2, -0.1, -0.3], [-0.4, 0.1, -0.4], [0.0, 0.0, -0.3], [-0.1, 0.7, 0.1], [0.7, -1.0, -0.2], [-0.6, 0.1, 0.9], [0.0, 0.0, 0.0], [0.0, 0.0, 0.1], [0.1, -0.2, -0.2], [-0.1, 0.1, 0.1], [-0.1, 0.2, -0.2], [0.2, 0.1, -0.8], [0.5, -0.1, -0.5], [0.1, 0.0, 0.9], [0.1, 0.1, -0.5], [-0.2, 0.3, -0.3], [-0.5, 0.1, 0.3], [0.1, -0.2, -0.1], [0.0, -0.2, -0.1], [-0.2, 0.1, 0.1], [0.0, -0.2, 0.1], [0.2, 0.6, -0.1], [0.4, -0.6, -0.2], [-0.3, 0.2, 0.2], [0.0, -0.1, 0.0], [-0.1, 0.0, -0.1], [-0.2, -0.4, 0.1], [-0.1, 0.3, 0.4], [0.1, 0.0, -0.2], [0.1, 0.0, -0.2]], "lowdin_charge": [0.895, -0.032, -0.747, -0.011, -0.027, 0.104, -0.106, -0.271, -0.091, 0.046, 0.072, 0.081, 0.110, 0.109, 0.057, -0.087, -0.317, -0.107, 0.068, 0.073, 0.062, 0.106, 0.106, 0.024, -0.091, -0.323, -0.112, 0.067, 0.066, 0.065, 0.106, 0.108, 0.029, -0.090, -0.336, -0.083, 0.071, 0.071, 0.071, 0.089, 0.108, 0.043, -0.084, -0.291, -0.088, 0.081, 0.027, 0.087, 0.116, 0.117, 0.060], "relative_energy_ev": 1.763, "gap_ev": 7.68, "lumo_energy_ev": -1.5628}



Number 1: E_tot -32254.614 eV. Number 2: E_tot -8822.555 eV. Number 3: E_tot -294867.122 eV. Number 4: E_tot -44614.623 eV.